No. 1
Molecular formula: C24H26N4SiTm
Method: DFT, ωB97M-V with the def2-TZVPD basis set

```
56
Properties=species:S:1:pos:R:3:nbo_charge:R:1
C 0.52370 2.46058 3.01198 -0.38
C 0.61654 3.02397 1.70532 -0.32
C -0.63489 2.79872 1.05088 -0.33
H 1.50653 3.51073 1.30303 0.26
C -1.49868 2.07567 1.93705 -0.37
C -0.78248 1.87924 3.16443 -0.38
H -1.20919 1.41257 4.06403 0.25
H 1.31648 2.51244 3.75145 0.24
H -0.91874 3.15916 0.06277 0.28
H -2.54792 1.80448 1.76528 0.26
Tm 0.37361 0.57051 1.54688 1.65
C -0.81073 -3.13765 -1.59504 -0.84
H -0.92199 -3.17870 -0.50734 0.19
H -1.14339 -2.15131 -1.94419 0.22
H 1.25991 1.73253 -0.37959 -0.18
Si 0.67822 0.54921 -1.11621 0.52
C 1.98573 0.03743 -2.34161 -0.37
C 2.89518 1.01499 -2.79666 -0.24
H 2.95035 1.97811 -2.27042 0.21
C 3.71495 0.74440 -3.90060 -0.21
H 4.38945 1.52232 -4.23841 0.22
C 3.65446 -0.48693 -4.54694 -0.21
H 4.29346 -0.69044 -5.39929 0.22
C 2.73833 -1.44369 -4.11587 -0.19
H 2.65907 -2.38882 -4.64666 0.22
C 1.90728 -1.19891 -3.01015 -0.24
H 1.19976 -1.95563 -2.66210 0.21
C -0.74158 1.10059 -2.18886 -0.37
C -0.48376 1.37895 -3.55057 -0.21
H 0.51418 1.18631 -3.97135 0.22
C -1.49941 1.88583 -4.37333 -0.21
H -1.24944 2.12779 -5.40792 0.22
C -2.77786 2.11689 -3.86846 -0.21
H -3.55719 2.51707 -4.51067 0.22
C -3.04239 1.80899 -2.52985 -0.21
H -4.01315 2.03918 -2.10941 0.21
C -2.07382 1.21460 -1.71544 -0.25
H -2.33088 0.86357 -0.70559 0.19
H 0.25221 -3.24227 -1.81105 0.21
H -1.35361 -3.92047 -2.06977 0.22
N 0.45764 -1.66857 5.30520 -0.49
C 1.17056 -0.66332 5.95080 -0.06
C 1.49612 0.24480 4.98168 -0.05
N 1.04168 -0.20056 3.74126 -0.54
C 0.37641 -1.35202 3.98106 0.32
C -0.56965 -1.95651 3.06133 0.30
N -0.98712 -1.40140 1.89321 -0.52
C -2.02578 -2.23267 1.43820 -0.05
C -2.22578 -3.24866 2.33114 -0.06
N -1.31819 -3.03854 3.34861 -0.48
H 0.06387 -2.49595 5.74391 0.43
H 1.34905 -0.66173 7.01527 0.26
H 1.96694 1.20509 5.11657 0.24
H -2.52214 -2.04998 0.49671 0.26
H -2.90292 -4.08794 2.33172 0.25
H -1.20900 -3.62408 4.18359 0.43
```

Computed properties:
- energy above the lowest of the compared OMol25 structures with the same formula, charge and spin (kJ/mol) = 0.0
- E_LUMO (spin up / spin down) (eV) = -3.56 / -3.56
- highest occupied orbital energy (spin up / spin down) (eV) = -9.44 / -9.42
- net charge = +1
- spin multiplicity = 3
- gap between HOMO and LUMO (spin up / spin down) (eV) = 5.877 / 5.856

=====

No. 2
Molecular formula: C24H26NO3
Method: DFT, ωB97M-V with the def2-TZVPD basis set

```
54
Properties=species:S:1:pos:R:3:nbo_charge:R:1
C 4.47991 -1.14488 6.02385 -0.26
O 4.31020 -0.27337 4.92500 -0.47
C 3.10600 -0.16718 4.34449 0.33
C 1.96726 -0.88554 4.71339 -0.25
C 0.77735 -0.68587 4.04008 -0.20
C 0.68621 0.22360 2.99352 -0.13
C -0.61296 0.40070 2.26272 -0.23
N -0.81505 -0.71103 1.28231 -0.55
C 0.15307 -0.71465 0.15430 -0.24
C -0.28788 -1.71449 -0.91287 -0.41
C -1.35880 -1.16449 -1.88355 -0.26
C -2.34441 -0.27159 -1.15248 -0.03
C -2.27238 1.11514 -1.22637 -0.18
C -3.16574 1.90568 -0.52185 -0.20
C -4.14151 1.32607 0.27282 -0.21
C -4.22679 -0.05386 0.35698 -0.20
C -3.32920 -0.84818 -0.34312 -0.29
C -0.79020 -0.45791 -3.09792 -0.03
C -1.61320 -0.34044 -4.20996 -0.21
C -1.21065 0.30775 -5.37360 -0.24
C 0.05630 0.83829 -5.38542 0.23
C 0.89200 0.72822 -4.27155 0.32
C 0.49579 0.09299 -3.12011 -0.32
O 2.08365 1.33680 -4.53489 -0.48
C 1.98711 1.82021 -5.86235 0.23
O 0.70593 1.51366 -6.37229 -0.46
C 1.82474 0.93645 2.62345 -0.18
C 3.01448 0.74690 3.28626 -0.24
H 5.52036 -1.03719 6.32322 0.22
H 4.29055 -2.18458 5.74215 0.18
H 3.83222 -0.86406 6.85881 0.18
H 1.99771 -1.59180 5.52661 0.23
H -0.09795 -1.23884 4.35269 0.21
H -0.63175 1.34154 1.71116 0.23
H -1.45410 0.38411 2.95908 0.23
H -1.76980 -0.65653 0.84668 0.48
H -0.73778 -1.59971 1.78898 0.43
H 0.18010 0.29419 -0.25896 0.23
H 1.14068 -0.95997 0.54898 0.24
H -0.67084 -2.61065 -0.41924 0.21
H 0.57641 -2.02525 -1.49821 0.25
H -1.91784 -2.02826 -2.25926 0.24
H -1.53279 1.57649 -1.86276 0.23
H -3.10749 2.97968 -0.60531 0.23
H -4.84468 1.94493 0.80684 0.23
H -4.99906 -0.51537 0.95292 0.23
H -3.42952 -1.92497 -0.30907 0.23
H -2.60436 -0.76629 -4.17513 0.22
H -1.85849 0.38691 -6.22912 0.24
H 1.18117 0.02859 -2.29254 0.21
H 2.75827 1.34196 -6.48549 0.17
H 2.13701 2.91028 -5.86856 0.17
H 1.77230 1.65601 1.82020 0.22
H 3.89843 1.29983 3.01449 0.24
```

Computed properties:
- energy above the lowest of the compared OMol25 structures with the same formula, charge and spin (kJ/mol) = 1.8
- E_LUMO (eV) = -2.30
- highest occupied orbital energy (eV) = -10.40
- SMILES string = COc1ccc(C[NH2+]CC[C@@H](c2ccccc2)c2ccc3c(c2)OCO3)cc1
- net charge = +1
- gap between HOMO and LUMO (eV) = 8.102

=====

No. 3
Molecular formula: C24H27AsCl2O3PW
Method: DFT, ωB97M-V with the def2-TZVPD basis set

```
59
Properties=species:S:1:pos:R:3:nbo_charge:R:1
C -0.61961 -4.64317 -5.85534 -0.81
C -1.26004 -3.86415 -4.81971 0.90
H -1.32309 -5.25649 -6.46188 0.36
H 0.11376 -5.32983 -5.37860 0.34
H -0.12209 -3.90895 -6.53184 0.32
O -2.18871 -3.62073 -4.15881 -0.28
Cl 0.54865 -2.44679 -4.21194 -0.21
W 0.41243 -0.87253 -2.63400 0.92
P -0.24022 1.28028 -3.24713 1.14
C -1.70494 2.31426 -3.05292 -0.96
C 1.23040 2.24738 -2.97895 -0.96
H 0.40256 -0.08055 -5.17622 0.26
H -0.04593 1.61458 -5.60848 0.31
H -1.30903 0.41559 -5.22837 0.28
C -0.29169 0.74964 -4.97253 -0.98
H 2.11349 1.61618 -3.12202 0.28
H 1.18675 3.08243 -3.69575 0.29
H -1.64888 3.12095 -3.80470 0.30
H -1.72481 2.75973 -2.04860 0.29
H 1.19584 2.58047 -1.93326 0.29
H -2.63706 1.74205 -3.19182 0.29
C -1.36624 -0.73420 -1.84730 0.39
O -2.45496 -0.71110 -1.37931 -0.33
Cl 2.49264 -0.71573 -1.77624 -0.12
O 0.33430 0.71121 -0.00593 -0.85
As 0.35808 0.43453 1.65376 1.90
C 1.91116 -0.63107 2.20833 -0.30
C 2.12657 -1.89186 1.63300 -0.25
C 3.17919 -2.69128 2.10219 -0.19
C 3.97747 -2.25868 3.16614 -0.16
C 3.76083 -0.99676 3.72373 -0.17
C 2.74552 -0.16131 3.22923 -0.23
C 0.33353 2.15012 2.54180 -0.43
C 0.19956 2.23425 3.93709 -0.15
C 0.17388 3.49294 4.56038 -0.20
C 0.28831 4.65973 3.79583 -0.15
C 0.43272 4.57209 2.40086 -0.19
C 0.45982 3.31783 1.77097 -0.19
C -1.28730 -0.53259 1.99975 -0.40
C -1.42735 -1.84057 1.52928 -0.16
C -2.60230 -2.55048 1.78309 -0.22
C -3.64104 -1.95495 2.51548 -0.15
C -3.49776 -0.64097 2.95428 -0.17
C -2.32745 0.07173 2.70999 -0.20
H 1.49166 -2.24593 0.82506 0.19
H 3.35804 -3.65715 1.63875 0.24
H 4.77483 -2.90052 3.54615 0.25
H 4.38345 -0.65265 4.54509 0.25
H 2.60197 0.83889 3.64301 0.24
H 0.11365 1.33803 4.55987 0.23
H 0.05340 3.57253 5.64599 0.25
H 0.25143 5.64474 4.26959 0.25
H 0.51277 5.47974 1.79916 0.24
H 0.57371 3.22368 0.69160 0.21
H -0.64266 -2.30829 0.94730 0.19
H -2.70531 -3.57726 1.43864 0.24
H -4.54580 -2.51748 2.74533 0.25
H -4.29138 -0.16338 3.53486 0.25
H -2.18666 1.09180 3.07606 0.24
```

Computed properties:
- E_LUMO (spin up / spin down) (eV) = -11.73 / -12.51
- highest occupied orbital energy (spin up / spin down) (eV) = -16.36 / -16.35
- net charge = +3
- spin multiplicity = 3
- gap between HOMO and LUMO (spin up / spin down) (eV) = 4.628 / 3.842

=====

No. 4
Molecular formula: C24H27BCaClN13O
Method: DFT, ωB97M-V with the def2-TZVPD basis set

```
68
Properties=species:S:1:pos:R:3:nbo_charge:R:1
Ca -2.53918 1.29442 17.97315 1.78
C 0.15030 4.55095 16.78611 -0.36
C 0.02746 3.20659 17.13300 -0.06
N -0.73285 3.01972 18.16147 -0.41
N -1.15272 4.26603 18.48851 -0.34
C -0.67187 5.20652 17.68853 0.00
B -2.32845 4.45887 19.51035 0.95
N -2.38809 3.19605 20.51799 -0.34
C -2.44505 3.38204 21.90792 0.00
C -2.78828 2.15558 22.46477 -0.34
C -3.09601 1.34324 21.38003 -0.05
N -2.88496 1.97984 20.17237 -0.44
N -3.57474 4.48106 18.63234 -0.36
C -4.76052 5.12323 18.86096 0.01
C -5.74901 4.51847 18.15112 -0.35
C -5.10149 3.43916 17.56002 -0.05
N -3.81128 3.39513 17.88014 -0.40
N -2.03497 5.64493 20.32207 -0.42
C -0.82384 6.03119 20.75231 -0.03
C -0.96634 6.94852 21.73657 -0.34
C -2.38306 7.06540 21.95056 -0.05
N -2.97818 6.34335 20.98701 -0.30
H 0.88947 5.00902 16.14548 0.24
H 0.70869 2.45941 16.67272 0.22
H -0.93326 6.25862 17.88294 0.25
H -2.33389 4.40699 22.28856 0.25
H -2.70638 1.83943 23.47809 0.24
H -3.33247 0.24081 21.38050 0.22
H -4.74317 5.98118 19.47515 0.26
H -6.76919 4.89787 17.97378 0.24
H -5.56636 2.66840 16.95959 0.19
H 0.05294 5.55549 20.34571 0.23
H -0.18925 7.32824 22.38391 0.24
H -3.01477 7.63126 22.62385 0.23
N -2.90135 3.10138 14.41608 -0.81
C -3.49711 1.95038 14.93770 0.75
O -2.98520 1.25490 15.83918 -0.78
C -4.84531 1.58096 14.28362 -0.58
C -4.75732 0.26218 13.59219 -0.24
H -1.94270 3.38233 14.74701 0.43
H -3.54308 3.76634 13.87377 0.43
H -5.14164 2.35820 13.50080 0.23
H -5.62264 1.63280 15.05703 0.24
H -4.62868 -0.70097 14.13230 0.19
H -4.48410 0.27358 12.59453 0.17
Cl -6.50366 -1.61396 15.61106 0.03
C -6.21861 -0.72128 17.09580 -0.07
C -7.35656 -0.19329 17.74868 -0.17
C -7.11610 0.52207 18.93481 -0.23
C -5.79712 0.71813 19.29701 0.05
N -4.74417 0.24069 18.65390 -0.51
C -4.92625 -0.47266 17.55465 -0.02
H -8.38849 -0.28427 17.39739 0.25
H -7.94219 0.91088 19.51161 0.25
H -5.51623 1.38154 20.13199 0.23
H -4.01867 -0.79690 16.96223 0.21
N -1.29683 -4.02961 19.59249 -0.79
C -0.91018 -2.72496 19.54646 0.36
C -1.55725 -1.87012 18.66514 -0.04
N -1.21700 -0.60582 18.60529 -0.51
C -0.21941 -0.13408 19.39437 -0.08
C 0.52731 -1.04300 20.19329 0.05
N 0.15842 -2.30830 20.22061 -0.42
H -2.19229 -4.38849 19.34647 0.40
H -0.82156 -4.66188 20.25416 0.41
H -2.39577 -2.15621 18.06094 0.19
H 0.03445 0.93890 19.33480 0.23
H 1.45348 -0.79747 20.75141 0.23
```

Computed properties:
- energy above the lowest of the compared OMol25 structures with the same formula, charge and spin (kJ/mol) = 66.0
- E_LUMO (spin up / spin down) (eV) = -2.45 / -2.75
- highest occupied orbital energy (spin up / spin down) (eV) = -11.19 / -11.19
- net charge = +1
- spin multiplicity = 2
- gap between HOMO and LUMO (spin up / spin down) (eV) = 8.743 / 8.443

=====

Across the entries above, max |F| takes the values 2.2 1.3 7.0 3.9 eV Å⁻¹, respectively.